Formula: CH3N2O2
Source: OMol25
Level of theory: ωB97M-V/def2-TZVPD

Last column: natural (NBO) charge in e.
Atoms and positions in Å:
1 O 1.537 2.248 0.404  0.00
2 O 2.350 0.333 -0.489  -0.02
3 N -1.473 -0.825 -0.175  -0.67
4 N 1.808 1.246 -0.059  0.78
5 C -0.342 -0.258 0.107  -0.05
6 H 0.234 -0.673 0.853  0.13
7 H -2.230 -0.443 -0.857  0.42
8 H -1.884 -1.629 0.215  0.40

Relative energy (zero: lowest compared OMol25 entry of this formula, charge and spin) (kcal/mol): 114.2
Total charge: +1
Frontier orbital gap (alpha / beta) (eV): 6.91 / 7.07